No. 1
Density functional theory data (ωB97M-V/def2-TZVPD) for a molecular structure, C45H126FN3O21Zr in a non-equilibrium geometry.

Computed properties:
- Molar mass: 1155.73 g mol⁻¹
- F_max: 6.032 eV Å⁻¹
- Energy: -100163.693 eV
- HOMO energy: -3.38 eV
- Total charge: 0
- Frontier orbital gap: 1.371 eV

Each line ends with the Löwdin charge.
Positions of all 197 atoms, in Å:
1 Zr 9.9822 16.2260 -18.8060  2.0441
2 C 10.2575 20.2470 -16.8265  -0.0434
3 C 11.5139 19.5736 -16.3058  -0.5097
4 C 11.8026 20.2279 -14.9408  -0.1334
5 C 12.8237 19.4912 -14.0689  -0.1679
6 C 12.3553 18.0424 -13.8866  -0.1390
7 C 12.1354 17.3357 -15.2295  -0.5051
8 N 11.3326 18.1527 -16.1107  -0.1349
9 O 10.8086 17.4849 -17.1577  -0.3455
10 C 11.4172 16.0171 -14.9273  -0.0294
11 C 13.5159 16.9845 -15.8093  -0.0186
12 C 12.6537 19.9200 -17.2975  -0.0163
13 H 9.3798 19.9598 -16.2324  0.0725
14 H 9.9558 19.8817 -17.8141  0.0669
15 H 10.3526 21.3297 -16.8014  0.0931
16 H 10.8676 20.3824 -14.3998  0.1198
17 H 12.2842 21.1963 -15.1089  0.1193
18 H 12.9089 19.9533 -13.0856  0.1132
19 H 13.7971 19.5150 -14.5640  0.1032
20 H 11.4025 18.1141 -13.3511  0.1098
21 H 13.0784 17.4933 -13.2833  0.1262
22 H 10.3721 16.2759 -14.7525  0.0711
23 H 11.8345 15.5901 -14.0137  0.0843
24 H 11.5329 15.2818 -15.7209  0.0554
25 H 13.3696 16.6265 -16.8324  0.0842
26 H 14.0026 16.2306 -15.1905  0.0865
27 H 14.1895 17.8396 -15.8769  0.0618
28 H 13.5943 19.4887 -16.9718  0.0653
29 H 12.6894 21.0022 -17.4222  0.0842
30 H 12.3793 19.5197 -18.2772  0.0716
31 C 13.0468 6.1147 -16.0891  -0.0651
32 C 12.3151 7.4442 -16.0549  -0.5313
33 C 12.7398 8.2272 -17.3049  -0.1445
34 C 11.9631 9.5225 -17.4939  -0.1735
35 C 10.4748 9.2041 -17.5143  -0.1409
36 C 9.9997 8.3663 -16.3087  -0.5220
37 N 10.8838 7.2433 -16.1309  -0.2206
38 O 10.4241 6.3644 -15.2006  -0.2576
39 C 8.6300 7.8160 -16.7045  -0.0489
40 C 9.8470 9.3078 -15.1227  -0.0429
41 C 12.8354 8.1858 -14.7936  -0.0402
42 H 14.1136 6.2566 -16.2586  0.0761
43 H 12.6592 5.4786 -16.8945  0.0831
44 H 12.8332 5.5046 -15.2110  0.0756
45 H 12.6605 7.5930 -18.1906  0.1165
46 H 13.7902 8.5104 -17.1555  0.1170
47 H 12.1920 9.9347 -18.4811  0.0962
48 H 12.2543 10.2407 -16.7267  0.0806
49 H 10.1894 8.7191 -18.4474  0.0957
50 H 9.9732 10.1814 -17.4462  0.0772
51 H 7.9201 8.5939 -17.0254  0.0526
52 H 8.2352 7.2869 -15.8368  0.0746
53 H 8.7133 7.1995 -17.6010  0.0746
54 H 9.7032 8.7344 -14.2018  0.0869
55 H 8.9812 9.9684 -15.2552  0.0482
56 H 10.7052 9.9654 -14.9572  0.0513
57 H 12.8225 9.2775 -14.8179  0.0528
58 H 13.8316 7.8408 -14.5079  0.0700
59 H 12.2099 7.8698 -13.9502  0.0762
60 C 8.3445 12.0906 -19.0977  0.0140
61 C 7.1803 12.9739 -18.5999  -0.4720
62 C 6.1236 12.0537 -17.9806  -0.1321
63 C 6.4822 11.4635 -16.6273  -0.1660
64 C 6.7757 12.5728 -15.6428  -0.1264
65 C 7.8529 13.5436 -16.1905  -0.4529
66 N 7.5745 13.9153 -17.5759  -0.1080
67 O 8.2823 14.9745 -18.0477  -0.2773
68 C 9.2230 12.8445 -15.9766  0.0002
69 C 7.8509 14.7651 -15.2828  -0.0254
70 C 6.5314 13.6032 -19.8242  -0.0143
71 H 8.0119 11.4796 -19.9447  0.0738
72 H 8.7740 11.4658 -18.3241  0.0509
73 H 9.0812 12.7317 -19.5962  0.0750
74 H 5.9261 11.2046 -18.6432  0.1152
75 H 5.1768 12.6036 -17.9118  0.0904
76 H 7.4406 10.9362 -16.7111  0.0907
77 H 5.7755 10.7224 -16.2596  0.0946
78 H 7.1008 12.0802 -14.7260  0.1065
79 H 5.8923 13.1863 -15.4253  0.1002
80 H 9.3696 12.6610 -14.9124  0.0788
81 H 10.0094 13.4879 -16.3823  0.0690
82 H 9.3295 11.8744 -16.4633  0.0463
83 H 7.9517 14.4718 -14.2379  0.0811
84 H 6.8531 15.2249 -15.3464  0.0697
85 H 8.5976 15.5038 -15.5567  0.0434
86 H 5.6719 14.1908 -19.4848  0.0657
87 H 6.2088 12.9239 -20.6112  0.0890
88 H 7.2151 14.3205 -20.2873  0.0578
89 F 11.3851 14.8026 -18.1546  -0.4713
90 C 13.2907 12.6980 -16.0264  -0.1515
91 O 13.1022 12.6148 -17.4315  -0.1343
92 H 13.9786 11.9526 -15.6405  0.0844
93 H 13.6118 13.7154 -15.7691  0.0658
94 H 12.3390 12.5532 -15.4929  0.0591
95 H 12.3819 13.2220 -17.6505  0.0221
96 C 7.2629 8.2043 -19.9133  -0.1066
97 O 7.1545 8.8613 -21.1888  -0.1468
98 H 7.3322 9.0046 -19.1801  0.0655
99 H 6.3826 7.5915 -19.7020  0.0702
100 H 8.1367 7.5511 -19.8943  0.0861
101 H 6.9038 8.2204 -21.8614  0.0924
102 C 11.3980 14.1495 -20.9151  -0.0677
103 O 10.1434 14.7793 -20.5321  -0.3137
104 H 11.3768 14.1300 -22.0059  0.0943
105 H 12.2705 14.6878 -20.5533  0.0845
106 H 11.5106 13.1348 -20.5323  0.0914
107 H 9.4660 14.4234 -21.1681  0.0535
108 C 2.8504 11.8790 -15.9566  -0.1462
109 O 1.6204 12.1531 -16.6026  -0.1149
110 H 3.5414 11.5852 -16.7431  0.0541
111 H 3.2509 12.8022 -15.5269  0.0662
112 H 2.8470 11.1134 -15.1806  0.0790
113 H 0.9536 12.3959 -15.9535  0.0820
114 C 8.3835 17.1754 -21.7118  -0.0937
115 O 8.2237 16.5028 -20.4556  -0.2873
116 H 8.4130 18.2597 -21.5689  0.0908
117 H 9.2898 16.8872 -22.2484  0.0782
118 H 7.5708 16.8889 -22.3839  0.0953
119 H 7.2457 16.5594 -20.2520  0.0568
120 C 4.1507 15.0197 -17.1768  -0.0955
121 O 4.3295 16.4370 -17.3819  -0.1442
122 H 3.5798 14.6436 -18.0218  0.0631
123 H 5.1022 14.4912 -17.0594  0.0621
124 H 3.5958 14.8876 -16.2454  0.0694
125 H 4.6111 16.8140 -16.5197  0.0486
126 C 11.2385 12.3029 -12.7154  -0.1695
127 O 12.5192 12.0736 -12.1467  -0.1113
128 H 11.2364 13.3292 -13.0869  0.0500
129 H 11.0696 11.6149 -13.5501  0.0513
130 H 10.4224 12.2178 -11.9890  0.0808
131 H 12.4778 11.3603 -11.5056  0.0778
132 C 4.5894 16.5719 -20.6893  -0.1113
133 O 5.6609 16.7112 -19.7554  -0.1617
134 H 3.6465 16.3710 -20.1843  0.0845
135 H 4.5254 17.4310 -21.3640  0.0831
136 H 4.7937 15.7271 -21.3588  0.0814
137 H 5.2394 16.7933 -18.8664  0.0590
138 C 2.4628 13.2290 -20.0628  -0.1570
139 O 1.2166 13.7151 -20.5339  -0.1067
140 H 2.7512 12.4022 -20.7069  0.0867
141 H 3.2494 13.9966 -20.1214  0.0413
142 H 2.4350 12.9871 -18.9970  0.0590
143 H 0.6842 14.0228 -19.7983  0.0729
144 C 8.4952 14.2192 -23.6475  -0.1183
145 O 8.4809 13.6742 -22.3381  -0.1594
146 H 7.5239 14.6353 -23.9239  0.0892
147 H 9.3183 14.9277 -23.7106  0.0771
148 H 8.7082 13.4488 -24.3978  0.0851
149 H 7.8058 12.9664 -22.2890  0.0548
150 C 3.8976 8.5761 -18.2790  -0.1552
151 O 2.7367 8.4350 -19.0708  -0.1026
152 H 4.1511 9.6095 -18.0179  0.0563
153 H 3.6707 8.1720 -17.2783  0.0819
154 H 4.7529 8.0038 -18.6194  0.0553
155 H 2.0690 9.0344 -18.7265  0.0747
156 C 6.7571 10.7559 -23.7725  -0.1307
157 O 7.0900 11.3138 -22.5188  -0.1557
158 H 5.6808 10.6068 -23.9083  0.0860
159 H 7.0506 11.4042 -24.5974  0.0764
160 H 7.2538 9.7917 -23.8988  0.0827
161 H 6.9933 10.5931 -21.8766  0.0449
162 C 6.2732 13.0662 -11.9042  -0.1662
163 O 5.3665 12.0191 -11.6297  -0.1234
164 H 6.1194 13.4446 -12.9255  0.0429
165 H 6.1190 13.8569 -11.1753  0.0809
166 H 7.3189 12.7207 -11.8991  0.0745
167 H 5.3379 11.3520 -12.3371  0.0295
168 C 9.7706 15.7887 -11.7333  -0.1677
169 O 9.1957 16.0043 -10.4691  -0.0960
170 H 9.0525 15.8190 -12.5564  0.0634
171 H 10.5423 16.5080 -12.0395  0.0571
172 H 10.3154 14.8413 -11.7855  0.0631
173 H 9.5767 15.3839 -9.8467  0.0776
174 C 10.3511 9.9174 -21.4965  -0.1437
175 O 11.7165 9.6944 -21.8721  -0.1189
176 H 10.1264 10.9767 -21.6349  0.0665
177 H 9.7140 9.2322 -22.0537  0.0720
178 H 10.1615 9.5902 -20.4688  0.0598
179 H 12.2516 10.1153 -21.1912  0.0634
180 C 7.6693 17.8880 -17.0104  -0.0945
181 O 8.3526 17.9440 -18.2714  -0.2417
182 H 8.2352 17.1971 -16.3894  0.0581
183 H 7.5525 18.8664 -16.5421  0.0915
184 H 6.6745 17.4441 -17.0736  0.0706
185 H 7.7817 18.4863 -18.8330  0.1110
186 C 6.4265 9.3623 -13.6508  -0.1178
187 O 5.2609 10.1666 -13.8063  -0.1473
188 H 6.2888 8.5162 -12.9763  0.0943
189 H 6.8817 8.9823 -14.5701  0.0635
190 H 7.1788 10.0317 -13.2284  0.0804
191 H 4.5103 9.6069 -14.0308  0.0879
192 C 4.5429 16.2049 -13.9012  -0.1293
193 O 5.1530 17.1566 -14.7680  -0.1310
194 H 3.4808 16.1406 -14.1066  0.0881
195 H 4.9900 15.2073 -13.9909  0.0557
196 H 4.7163 16.4217 -12.8440  0.0926
197 H 5.9873 17.3752 -14.3376  0.0938

Cartesian forces, eV/Å:
-1.62 -2.93 5.02
-1.20 -0.83 -0.16
0.79 0.76 0.05
0.97 0.18 0.34
-0.56 -0.84 -0.35
-0.20 1.06 -0.20
1.36 -0.63 0.52
-1.11 0.25 1.11
-1.29 -2.12 -3.80
-0.11 0.40 0.01
-0.06 0.19 -0.50
-0.75 -0.31 -0.08
0.34 0.22 0.36
0.50 0.33 -0.15
0.08 0.03 -0.16
-0.01 -0.07 0.05
-0.57 0.22 -0.26
0.10 0.20 -0.09
0.07 0.07 0.16
0.01 -0.29 0.07
-0.13 -0.23 -0.03
-0.08 -0.34 0.01
0.01 -0.02 -0.01
-0.22 0.07 -0.11
0.14 -0.29 0.11
-0.01 -0.14 -0.15
-0.04 0.02 0.15
0.18 0.25 -0.11
0.34 0.01 0.13
0.21 -0.17 0.00
-0.74 -1.07 -0.35
0.63 1.02 -0.35
0.63 0.50 0.32
-0.23 -1.01 -0.58
0.14 0.84 0.87
0.20 0.72 -1.39
0.06 -0.68 -0.49
-0.32 -0.17 0.84
-0.39 0.16 0.17
-0.20 0.21 0.91
-0.47 -0.42 0.86
0.08 0.07 0.20
0.01 0.30 -0.19
0.24 0.34 0.27
-0.05 -0.05 0.01
0.09 -0.26 -0.25
0.33 0.34 0.17
-0.26 0.09 -0.11
0.09 -0.12 -0.08
-0.30 -0.28 -0.27
0.19 0.35 0.43
-0.15 -0.36 -0.33
0.22 -0.53 0.38
-0.02 -0.12 -0.07
-0.04 -0.08 0.00
0.08 -0.15 -0.22
0.03 -0.02 -0.25
0.17 0.20 -0.28
-0.15 0.03 -0.10
-0.05 0.57 -0.93
0.27 -2.19 -0.27
-0.69 -0.72 0.19
0.97 0.42 -0.28
-0.48 0.29 -0.41
1.04 -1.34 0.94
-1.25 0.60 0.29
3.01 2.70 -1.16
0.14 0.27 -0.57
-1.06 0.36 -0.25
0.05 1.64 0.36
-0.21 -0.30 0.33
0.17 0.04 -0.18
0.31 -0.04 0.62
0.10 0.22 -0.36
0.08 -0.04 0.05
-0.19 -0.30 -0.21
-0.24 0.19 0.02
0.20 0.48 0.22
-0.19 -0.28 0.07
0.14 0.20 0.04
0.11 -0.04 0.21
-0.17 0.14 0.00
0.34 -0.14 -0.04
0.20 0.17 -0.15
0.15 -0.17 0.09
-0.03 -0.08 -0.16
0.06 -0.46 0.36
-0.09 -0.17 0.07
-1.38 1.77 -1.01
-0.89 0.75 0.15
0.12 -0.24 0.08
0.23 -0.04 -0.38
0.33 -0.19 0.19
0.06 -0.15 -0.06
0.15 0.00 -0.02
-0.09 -0.02 -0.34
-0.20 -0.02 -0.07
0.18 -0.18 0.09
0.07 0.13 -0.08
0.09 0.21 0.15
0.04 -0.07 0.11
0.07 -0.28 -0.48
1.08 0.26 0.08
0.34 -0.10 0.06
-0.28 0.37 0.04
-0.46 0.02 0.12
-0.41 0.11 0.31
0.49 0.71 -0.22
-0.30 -0.30 0.02
0.04 -0.17 0.03
0.11 -0.11 0.20
-0.38 -0.11 -0.05
0.08 -0.04 0.04
-0.10 0.05 -0.38
0.51 0.41 -0.74
-0.14 -0.04 -0.09
0.17 -0.20 0.50
-0.11 0.22 0.14
0.31 -0.25 0.79
0.05 0.60 0.49
0.25 -0.04 0.30
0.06 -0.11 0.10
-0.02 0.24 -0.31
-0.24 -0.18 -0.18
-0.05 -0.12 -0.47
0.17 -0.09 -0.07
0.02 0.29 0.17
0.03 -0.10 -0.13
-0.17 0.08 0.09
0.07 -0.11 -0.01
-0.09 -0.12 -0.12
0.38 -0.38 -0.74
-0.44 0.47 -0.01
-0.04 0.22 0.00
-0.19 0.21 0.39
0.03 -0.12 0.28
0.38 -0.28 -0.01
0.25 0.65 0.25
-0.04 0.06 -0.12
0.06 -0.21 0.28
-0.12 -0.01 -0.35
-0.19 -0.60 -0.17
0.05 -0.01 0.09
0.05 -0.78 -0.37
0.11 0.42 0.00
0.12 0.41 0.12
-0.24 0.29 0.02
0.06 -0.07 0.13
0.33 -0.22 0.07
-0.69 -0.06 2.10
0.38 0.09 -0.61
0.26 0.13 -0.76
0.17 -0.25 -0.04
-0.22 0.19 -0.57
0.00 -0.02 -0.01
-0.29 -0.34 -0.50
-0.24 0.34 -0.14
-0.04 -0.03 0.29
0.32 0.17 0.23
0.06 0.01 -0.12
0.18 -0.06 0.28
0.08 -0.64 -0.91
-0.18 -0.03 0.37
-0.11 0.27 0.19
0.08 0.00 0.03
-0.06 0.11 0.34
0.13 0.36 -0.04
1.08 -0.34 -0.83
-0.26 0.30 -0.10
-0.39 -0.14 0.35
-0.19 0.37 0.57
-0.36 -0.16 0.02
0.05 -0.01 0.04
0.52 -0.55 0.32
-0.32 0.02 0.16
-0.56 -0.13 -0.03
0.06 0.43 -0.56
0.18 0.44 0.19
0.12 -0.16 -0.05
-0.12 -0.66 0.81
-0.55 0.55 0.07
0.14 0.44 0.09
0.38 0.03 -0.16
0.05 -0.06 -0.55
0.31 -0.35 -0.35
0.92 0.05 0.21
-0.24 -0.20 -0.23
-0.17 0.11 0.08
-0.48 0.11 -0.25
-0.01 -0.14 0.16
0.08 -0.01 0.05
0.29 -0.81 0.65
0.06 -0.05 0.40
-0.08 0.16 -0.05
-0.09 0.01 -0.49
-0.29 0.50 -0.07
0.05 0.17 -0.36

***

No. 2
Density functional theory data (ωB97M-V/def2-TZVPD) for C5H8O3 in the gas phase in a non-equilibrium geometry.

Computed properties:
- Molar mass: 116.12 g mol⁻¹
- F_max: 1.250 eV Å⁻¹
- Energy: -11454.981 eV
- HOMO energy: -8.15 eV
- Total charge: 0
- SMILES: CC(=C=O)OCCO
- Frontier orbital gap: 8.917 eV

Each line ends with the Löwdin charge.
Positions of all 16 atoms, in Å:
1 C 2.4373 -0.5721 -0.2243  -0.0071
2 C 1.0742 -0.2143 0.3082  -0.3213
3 C 0.9518 0.7189 1.2053  -0.1514
4 O 0.9422 1.5562 2.0298  0.1624
5 O 0.0392 -0.9568 -0.2491  -0.0601
6 C -1.2532 -0.6769 0.2162  -0.1869
7 C -1.7582 0.7252 -0.1679  -0.2469
8 O -1.5532 1.0335 -1.5169  -0.0430
9 H 3.1980 0.0245 0.2624  0.0851
10 H 2.4683 -0.3920 -1.2976  0.0868
11 H 2.6287 -1.6311 -0.0451  0.0863
12 H -1.3133 -0.7901 1.3100  0.1349
13 H -1.8816 -1.4407 -0.2553  0.1302
14 H -1.2166 1.4878 0.3925  0.1076
15 H -2.8225 0.7874 0.1037  0.1245
16 H -1.9409 0.3405 -2.0718  0.0988

Cartesian forces, eV/Å:
-0.55 -0.07 0.05
0.11 -0.87 -0.89
0.04 0.77 0.98
-0.11 -0.25 -0.32
0.64 0.18 0.11
-0.53 0.32 -0.05
0.06 -0.40 0.39
-0.08 -0.13 -0.64
0.21 0.06 0.05
0.04 0.04 -0.06
0.07 0.02 0.03
-0.02 -0.04 -0.09
0.01 0.10 0.14
-0.14 0.05 0.01
0.13 0.00 0.10
0.13 0.21 0.19

***

Here are the calculated relative energy (zero: lowest compared OMol25 entry of this formula, charge and spin) numbers, same order: 0.0000 2.5384 (eV).
Here are the calculated LUMO energy numbers, same order: -2.005 0.765 (eV).